Record 1
{
  "formula": "C5H14NO",
  "method": "ωB97M-V/def2-TZVPD",
  "species": ["C", "C", "C", "C", "C", "N", "H", "H", "H", "H", "H", "H", "H", "H", "H", "H", "H", "H", "H", "H", "O"],
  "coordinates": [[-2.4525, 0.0611, 0.7539], [-1.7251, 1.3730, 0.9751], [-0.2264, 1.2265, 1.1409], [0.6176, 0.5277, 0.1377], [0.2543, 0.1626, -1.0737], [1.2678, -0.5269, -1.9201], [-2.4314, -0.2495, -0.2977], [-3.5176, 0.1753, 0.9351], [-2.0652, -0.7564, 1.3508], [-2.1285, 1.9346, 1.8056], [-1.9049, 1.9981, 0.0942], [0.0113, 0.7049, 2.0916], [0.2791, 2.1492, 1.4352], [1.5861, 0.2303, 0.5459], [-0.6958, 0.3289, -1.5439], [0.8278, -1.3066, -2.4161], [2.0073, -0.9377, -1.3193], [1.6456, 0.0827, -2.6427], [2.1425, -2.5738, 0.1467], [3.6333, -2.3636, 0.1923], [2.8746, -2.2406, -0.3915]],
  "nbo_charge": [-0.611, -0.408, -0.454, -0.106, -0.119, -0.701, 0.191, 0.236, 0.208, 0.235, 0.204, 0.231, 0.255, 0.220, 0.236, 0.435, 0.476, 0.439, 0.488, 0.510, -0.962],
  "e_lumo_ev": -3.28,
  "e_above_lowest_ev": 1.266,
  "gap_ev": 11.0,
  "total_energy_ha": -328.6397,
  "e_homo_ev": -14.3,
  "total_charge": 1,
  "fmax_ev_per_a": 1.9
}


Record 2
{
  "formula": "C40H34HfIN7O3S",
  "method": "ωB97M-V/def2-TZVPD",
  "species": ["Hf", "C", "C", "N", "C", "C", "C", "O", "C", "C", "N", "C", "C", "C", "C", "C", "C", "I", "C", "O", "H", "H", "H", "H", "H", "H", "H", "H", "H", "H", "H", "H", "C", "N", "C", "C", "N", "C", "C", "C", "C", "C", "C", "N", "C", "N", "C", "C", "C", "C", "C", "C", "N", "H", "H", "H", "H", "H", "H", "H", "H", "H", "H", "H", "H", "H", "H", "H", "C", "C", "O", "S", "C", "C", "C", "C", "C", "C", "C", "C", "H", "H", "H", "H", "H", "H", "H"],
  "coordinates": [[-1.5915, -0.4488, 0.8964], [-2.5995, 1.0951, -4.0785], [-2.4396, 2.2415, -3.1235], [-2.7760, 3.4478, -3.5742], [-2.7381, 4.4976, -2.7665], [-2.4682, 4.4157, -1.4073], [-2.5549, 5.6609, -0.5472], [-3.4439, 5.5380, 0.5564], [-2.1116, 3.1585, -0.8997], [-2.0652, 2.9700, 0.5457], [-2.0345, 1.8280, 1.1125], [-2.4099, 1.6479, 2.4775], [-2.9200, 2.6264, 3.3230], [-3.4164, 2.2282, 4.5509], [-3.4299, 0.8793, 4.9047], [-2.9015, -0.0762, 4.0554], [-2.3447, 0.2850, 2.8248], [-4.0334, -1.0689, -0.3053], [-2.0189, 2.1066, -1.8053], [-1.4559, 0.8691, -1.3606], [-3.4539, 1.3152, -4.7159], [-2.7715, 0.1486, -3.5652], [-1.7249, 0.9984, -4.7228], [-2.9887, 5.4528, -3.2194], [-2.8298, 6.5035, -1.1821], [-1.5721, 5.8813, -0.1295], [-4.3472, 5.7196, 0.2752], [-2.2504, 3.8568, 1.1386], [-2.9666, 3.6707, 3.0377], [-3.8276, 2.9708, 5.2225], [-3.8678, 0.5767, 5.8478], [-2.9346, -1.1119, 4.3637], [0.7670, -2.2915, -0.6814], [-0.6982, -2.1910, -0.8595], [-1.3597, -3.4693, -0.5782], [-1.4320, -3.5997, 0.9041], [-1.1473, -2.5871, 1.7065], [-1.1777, -3.1057, 3.0130], [-0.8561, -2.5192, 4.2325], [-0.9598, -3.3092, 5.3597], [-1.3576, -4.6521, 5.2818], [-1.6397, -5.2537, 4.0720], [-1.5308, -4.4526, 2.9435], [-1.6739, -4.7234, 1.5830], [1.3106, -0.9851, -0.2210], [0.6242, -0.1684, 0.5745], [1.4561, 0.9472, 0.7883], [1.2787, 2.0907, 1.5623], [2.3024, 3.0180, 1.5607], [3.4779, 2.8156, 0.8232], [3.6788, 1.6662, 0.0863], [2.6477, 0.7358, 0.0920], [2.5140, -0.5080, -0.5167], [1.2821, -2.6136, -1.5867], [0.9670, -3.0292, 0.0967], [-0.8968, -1.9244, -1.8151], [-0.8155, -4.3213, -0.9961], [-2.3561, -3.4630, -1.0177], [-0.5225, -1.4919, 4.2887], [-0.7237, -2.8887, 6.3289], [-1.4287, -5.2334, 6.1920], [-1.9147, -6.2991, 4.0091], [-1.9418, -5.6096, 1.1853], [0.3946, 2.2315, 2.1697], [2.2062, 3.9174, 2.1553], [4.2520, 3.5710, 0.8494], [4.5966, 1.4901, -0.4622], [3.2272, -0.9693, -1.0801], [7.2042, -2.3496, -1.8482], [5.8877, -1.8067, -2.3139], [4.9919, -1.4517, -1.5834], [5.7513, -1.7911, -4.1118], [4.1042, -1.1405, -4.1968], [3.0185, -2.0003, -4.2779], [1.7503, -1.5190, -3.9899], [1.5883, -0.1884, -3.6039], [2.6658, 0.6979, -3.6749], [3.9231, 0.2197, -3.9787], [0.3857, 0.2491, -2.9612], [-0.4713, 0.4988, -2.1618], [7.4702, -1.9090, -0.8895], [7.9861, -2.1696, -2.5829], [7.1077, -3.4293, -1.7114], [3.1766, -3.0493, -4.4966], [0.8964, -2.1876, -3.9987], [2.5193, 1.7397, -3.4157], [4.7825, 0.8791, -3.9764]],
  "mulliken_charge": [0.578, -1.307, 0.078, -0.594, -0.847, 1.187, -1.148, -0.496, 0.701, -0.487, 0.755, 0.267, -1.341, -0.794, -0.783, -0.240, 0.913, -0.275, -0.151, 0.294, 0.489, 0.263, 0.260, 0.386, 0.444, 0.343, 0.315, 0.301, 0.468, 0.450, 0.447, 0.522, -0.615, -0.149, -1.365, 0.477, 0.582, 0.061, -0.686, -0.767, -0.562, -1.046, 0.712, -0.061, 0.039, -0.349, 0.021, -0.312, -0.765, -0.631, -0.869, 0.771, 0.346, 0.599, 0.517, 0.278, 0.532, 0.476, 0.619, 0.456, 0.416, 0.450, 0.253, 0.490, 0.476, 0.438, 0.529, -0.099, -1.289, 0.628, -0.592, -0.185, -0.131, -0.400, -0.493, 0.205, -0.525, -0.528, 0.476, -0.715, 0.343, 0.440, 0.312, 0.497, 0.649, 0.529, 0.521],
  "e_lumo_ev": -6.04,
  "e_above_lowest_ev": 1.173,
  "gap_ev": 7.6,
  "total_energy_ha": -2897.2442,
  "e_homo_ev": -13.6,
  "total_charge": 2,
  "fmax_ev_per_a": 1.1
}


Record 3
{
  "formula": "C21H18N2O2S2",
  "method": "ωB97M-V/def2-TZVPD",
  "species": ["C", "C", "C", "C", "C", "C", "S", "O", "O", "N", "C", "C", "C", "C", "C", "N", "C", "C", "C", "C", "C", "C", "C", "S", "C", "C", "C", "H", "H", "H", "H", "H", "H", "H", "H", "H", "H", "H", "H", "H", "H", "H", "H", "H", "H"],
  "coordinates": [[-3.5402, -3.2127, -1.5674], [-3.6322, -2.3040, -0.3820], [-3.1281, -2.6941, 0.8559], [-3.1940, -1.8562, 1.9553], [-3.7581, -0.5962, 1.8342], [-4.2484, -0.2082, 0.6052], [-4.9080, 1.4397, 0.3817], [-4.8592, 2.1501, 1.6205], [-6.1394, 1.3998, -0.3471], [-3.8018, 2.1138, -0.7055], [-2.4442, 1.8741, -0.5662], [-1.6314, 1.6568, -1.6797], [-0.2897, 1.3926, -1.5203], [0.2747, 1.3293, -0.2430], [1.6765, 1.0232, -0.1036], [2.4746, 0.7942, -1.0822], [3.7428, 0.5256, -0.6769], [4.8293, 0.2393, -1.5013], [6.0534, -0.0131, -0.9266], [6.2396, 0.0096, 0.4615], [7.5953, -0.2768, 1.0307], [5.1682, 0.2932, 1.2910], [3.9322, 0.5483, 0.7234], [2.4314, 0.9268, 1.5079], [-0.5399, 1.5677, 0.8655], [-1.8804, 1.8410, 0.7091], [-4.1974, -1.0398, -0.4946], [-2.5566, -3.1185, -2.0283], [-4.2900, -2.9576, -2.3113], [-3.6726, -4.2503, -1.2708], [-2.6815, -3.6726, 0.9566], [-2.8038, -2.1831, 2.9069], [-3.8304, 0.0827, 2.6681], [-4.1548, 2.1210, -1.6500], [-2.0634, 1.6992, -2.6693], [0.3463, 1.2206, -2.3740], [4.6912, 0.2217, -2.5705], [6.9014, -0.2356, -1.5579], [7.5914, -0.1858, 2.1136], [7.9096, -1.2863, 0.7675], [8.3311, 0.4160, 0.6244], [5.2893, 0.3167, 2.3634], [-0.1114, 1.5403, 1.8566], [-2.5087, 2.0459, 1.5599], [-4.6126, -0.6982, -1.4305]],
  "nbo_charge": [-0.631, 0.005, -0.190, -0.200, -0.212, -0.247, 2.303, -0.923, -0.931, -0.837, 0.139, -0.242, -0.146, -0.146, 0.129, -0.453, 0.156, -0.197, -0.221, -0.010, -0.624, -0.216, -0.229, 0.338, -0.160, -0.214, -0.226, 0.227, 0.220, 0.221, 0.215, 0.221, 0.241, 0.417, 0.211, 0.239, 0.222, 0.211, 0.214, 0.220, 0.220, 0.214, 0.216, 0.233, 0.226],
  "e_lumo_ev": 0.08,
  "e_above_lowest_ev": 0.000,
  "gap_ev": 8.1,
  "total_energy_ha": -1867.4373,
  "e_homo_ev": -8.0,
  "fmax_ev_per_a": 1.2,
  "smiles": "Cc1cccc(S(=O)(=O)Nc2ccc(-c3nc4ccc(C)cc4s3)cc2)c1"
}


Record 4
{
  "formula": "C34H34CdCl3FN3O7",
  "method": "ωB97M-V/def2-TZVPD",
  "species": ["Cd", "C", "C", "C", "C", "C", "C", "C", "F", "C", "C", "C", "O", "C", "C", "N", "C", "C", "O", "O", "H", "H", "H", "H", "H", "H", "H", "H", "H", "H", "H", "C", "C", "O", "N", "C", "C", "C", "C", "C", "C", "N", "H", "H", "H", "H", "H", "H", "H", "H", "H", "H", "C", "C", "C", "O", "H", "H", "H", "H", "H", "H", "Cl", "C", "Cl", "C", "O", "O", "H", "Cl", "C", "C", "C", "C", "C", "C", "C", "H", "H", "H", "H", "H", "H"],
  "coordinates": [[2.0094, 0.5234, -0.1479], [-4.4298, -4.0048, -1.3522], [-4.1030, -3.0567, -0.2024], [-4.4351, -3.6315, 1.1692], [-3.5825, -4.8602, 1.4534], [-2.1265, -4.5808, 1.1835], [-1.1436, -5.3589, 1.7565], [0.1977, -5.0757, 1.5298], [1.1176, -5.8753, 2.1128], [0.5979, -4.0193, 0.7624], [-0.3807, -3.2148, 0.1696], [0.0556, -2.0245, -0.5949], [1.2613, -1.7710, -0.6920], [-1.0081, -1.2399, -1.1675], [-2.2915, -1.6322, -0.9825], [-2.6869, -2.6863, -0.2329], [-1.7365, -3.5012, 0.3652], [-0.7741, 0.0372, -1.9447], [-1.6273, 0.3630, -2.7888], [0.2423, 0.7060, -1.6282], [-5.4756, -4.3136, -1.3076], [-3.8038, -4.8970, -1.3146], [-4.2531, -3.5150, -2.3097], [-4.6563, -2.1253, -0.3396], [-5.4971, -3.8798, 1.2092], [-4.2459, -2.8654, 1.9246], [-3.9193, -5.7022, 0.8413], [-3.7013, -5.1696, 2.4935], [-1.4057, -6.1877, 2.4022], [1.6396, -3.7759, 0.6099], [-3.0821, -1.0608, -1.4550], [1.7718, 0.8807, -4.5166], [1.9923, 1.7066, -3.2785], [2.7338, 1.3469, -2.3778], [1.3106, 2.8934, -3.2332], [1.0862, 3.5166, -1.9328], [2.3723, 3.7972, -1.1983], [3.3330, 4.6574, -1.7120], [4.5118, 4.8312, -1.0074], [4.6905, 4.1448, 0.1819], [3.6775, 3.3034, 0.6108], [2.5366, 3.1387, -0.0526], [2.5654, 0.1429, -4.5919], [1.7372, 1.4952, -5.4171], [0.8112, 0.3737, -4.4026], [0.5145, 2.9227, -3.8520], [0.4709, 2.8657, -1.3087], [0.5487, 4.4524, -2.1078], [3.1642, 5.1465, -2.6626], [5.2909, 5.4782, -1.3918], [5.6094, 4.2143, 0.7460], [3.7945, 2.7103, 1.5086], [-3.1848, 2.4951, -0.8488], [-2.1313, 2.6545, 0.2200], [-2.0143, 4.0083, 0.8872], [-1.3888, 1.7548, 0.5229], [-3.3122, 3.4191, -1.4161], [-4.1394, 2.2818, -0.3590], [-2.9166, 1.6812, -1.5206], [-2.9659, 4.5399, 0.9166], [-1.3080, 4.6095, 0.3085], [-1.6107, 3.8801, 1.8888], [5.6066, -1.2136, -2.3343], [5.7175, -1.1128, -0.5538], [4.5989, -2.2799, 0.1837], [5.4689, 0.3608, -0.0959], [6.5124, 0.9771, 0.1213], [4.2846, 0.7778, -0.0131], [6.7221, -1.4169, -0.2844], [-3.7239, 0.9650, 4.2771], [-2.0895, 0.7365, 3.6773], [-1.7288, -0.4756, 3.1152], [-0.4455, -0.6392, 2.6256], [0.5049, 0.3916, 2.6602], [1.8266, 0.2369, 2.0414], [0.1055, 1.5894, 3.2703], [-1.1719, 1.7681, 3.7730], [-2.4482, -1.2838, 3.0594], [-0.1694, -1.5900, 2.1867], [2.2081, -0.7803, 2.1494], [2.5611, 0.9273, 2.4589], [0.8130, 2.4097, 3.3205], [-1.4600, 2.7040, 4.2358]],
  "mulliken_charge": [3.214, -1.476, -0.317, -0.887, -1.346, 1.092, -0.677, 0.172, -0.381, -1.022, -0.497, 1.315, -0.988, 0.330, -0.282, 0.348, 0.023, -1.281, -0.871, 0.150, 0.402, 0.334, 0.389, 0.535, 0.451, 0.202, 0.385, 0.462, 0.528, 0.710, 0.505, -1.509, 0.544, -0.403, -0.105, 0.251, 0.295, -1.070, -0.452, -0.571, -0.095, -0.006, 0.297, 0.421, 0.310, 0.298, -0.559, 0.619, 0.420, 0.377, 0.411, 0.223, -1.153, 0.867, -1.144, -0.323, 0.391, 0.361, 0.072, 0.398, 0.247, 0.158, -0.211, -0.088, -0.122, 0.288, -0.701, -0.851, 0.397, -0.324, 0.573, -0.827, 0.123, 0.199, -2.250, -0.264, -0.921, 0.478, 0.583, 0.569, 0.548, 0.258, 0.452],
  "e_lumo_ev": 2.16,
  "e_above_lowest_ev": 0.316,
  "gap_ev": 6.5,
  "total_energy_ha": -3655.3612,
  "e_homo_ev": -4.3,
  "total_charge": -1,
  "fmax_ev_per_a": 0.7
}


Record 5
{
  "formula": "C8H24O4",
  "method": "ωB97M-V/def2-TZVPD",
  "species": ["C", "C", "O", "H", "H", "H", "H", "H", "H", "C", "C", "O", "H", "H", "H", "H", "H", "H", "C", "C", "O", "H", "H", "H", "H", "H", "H", "C", "C", "O", "H", "H", "H", "H", "H", "H"],
  "coordinates": [[2.8537, -2.5706, 1.1383], [3.3235, -1.5361, 2.1326], [2.3342, -0.4334, 2.1091], [1.8314, -2.7493, 1.1893], [3.4035, -3.5239, 1.1264], [2.6551, -2.1415, 0.3541], [4.3433, -1.1723, 1.8675], [3.3554, -1.8137, 3.1291], [2.5780, 0.2309, 2.9121], [-0.9135, -0.4950, -1.8135], [-0.0711, -0.8459, -0.5157], [0.3760, 0.2459, -0.0046], [-1.7985, 0.1530, -1.4163], [-1.4032, -1.3390, -2.2743], [-0.4587, 0.2627, -2.4989], [0.7394, -1.5297, -0.5451], [-0.6358, -1.4594, 0.1937], [1.0323, 0.0158, 0.7987], [1.4187, 4.1594, -3.2480], [0.6061, 2.9889, -2.5140], [1.4585, 2.2034, -1.6010], [1.6810, 4.8472, -2.5182], [0.8385, 4.7443, -3.8479], [2.2729, 3.7980, -3.8888], [0.1151, 2.5691, -3.3664], [-0.3495, 3.3414, -2.1949], [0.8913, 1.3864, -1.2223], [-3.4636, -0.6440, 2.6347], [-3.3440, -1.4678, 1.3368], [-4.6675, -1.6388, 0.7217], [-2.4122, -0.2100, 3.2400], [-3.7764, -1.4061, 3.3792], [-4.1849, -0.0013, 2.7069], [-2.8293, -2.4227, 1.4672], [-2.7909, -0.8289, 0.7545], [-5.0088, -0.7169, 0.2783]],
  "nbo_charge": [-0.634, -0.042, -0.775, 0.217, 0.225, 0.207, 0.167, 0.166, 0.492, -0.649, -0.033, -0.743, 0.201, 0.223, 0.222, 0.136, 0.133, 0.528, -0.616, -0.083, -0.758, 0.201, 0.200, 0.206, 0.149, 0.158, 0.504, -0.608, -0.067, -0.734, 0.195, 0.202, 0.196, 0.183, 0.162, 0.470],
  "e_lumo_ev": 0.42,
  "e_above_lowest_ev": 5.992,
  "gap_ev": 9.8,
  "total_energy_ha": -619.9139,
  "e_homo_ev": -9.4,
  "fmax_ev_per_a": 10.5,
  "smiles": "CCO.CCO.CCO.CCO"
}